C25H28BrN4O3Pd as an isolated structure. Source: the Open Molecules 2025 dataset; level of theory: the ωB97M-V functional and the def2-TZVPD basis.

```
62
C25H28BrN4O3Pd the ωB97M-V functional and the def2-TZVPD basis
Pd -0.0454 -0.3907 0.0907
Br 4.3465 4.1347 -3.9244
C 3.0313 3.2429 -3.0562
C 1.6632 3.4479 -3.4749
C 0.6827 2.8018 -2.8369
C 0.9752 1.9138 -1.6936
O 0.0474 1.4324 -1.0736
C 2.4123 1.6853 -1.3098
C 2.8350 0.8003 -0.2497
N 2.0704 0.1064 0.5200
C 2.5505 -0.7212 1.5305
C 3.8800 -0.8602 1.9049
C 4.2491 -1.7135 2.9457
C 3.2991 -2.4426 3.6173
C 1.9318 -2.3362 3.2658
C 0.9192 -3.0953 3.8959
C -0.3830 -2.9693 3.4938
C -0.6823 -2.0710 2.4644
N 0.2500 -1.3477 1.8693
C 1.5606 -1.4638 2.2270
C 3.3742 2.3586 -2.0016
H 1.4481 4.1216 -4.2942
H -0.3549 2.9093 -3.1285
H 3.9149 0.7437 -0.1319
H 4.6652 -0.3102 1.4042
H 5.2919 -1.7949 3.2193
H 3.5836 -3.1185 4.4145
H 1.1871 -3.7772 4.6944
H -1.1766 -3.5384 3.9563
H -1.7002 -1.9361 2.1215
H 4.4183 2.2293 -1.7463
O -2.0771 0.0533 0.4456
C -2.8252 0.7060 1.2251
C -4.3103 0.6785 1.0065
C -4.9902 2.0649 0.8466
C -4.1571 3.2998 1.1995
C -3.7321 3.4085 2.6641
C -3.2052 2.0918 3.2297
N -2.3585 1.3693 2.2698
H -4.7315 0.1412 1.8612
H -4.4977 0.0658 0.1290
H -5.8942 2.0758 1.4572
H -5.3224 2.1696 -0.1847
H -4.7299 4.1867 0.9323
H -3.2643 3.3187 0.5635
H -4.5788 3.7255 3.2750
H -2.9757 4.1892 2.7620
H -4.0356 1.4456 3.5114
H -2.6144 2.2669 4.1257
H -1.3553 1.4222 2.3729
C 2.3175 -5.4454 -0.8240
N 1.3698 -4.3378 -0.7368
C 0.0188 -4.6559 -0.2864
C 1.6966 -3.1099 -1.0891
O 0.9327 -2.1269 -1.0536
H 1.9502 -6.1977 -1.5208
H 2.4323 -5.9177 0.1513
H 3.2873 -5.0920 -1.1661
H -0.2638 -5.6345 -0.6678
H -0.6778 -3.9126 -0.6627
H -0.0256 -4.6821 0.8047
H 2.7221 -3.0042 -1.4621
```

Output
Gap between HOMO and LUMO (alpha / beta), eV: 4.39 / 4.39
Electronic energy, Eh: -4115.0864
Charge: +3
Energy relative to the best compared isomer or geometry (same formula, charge and spin), kcal/mol: 12.90



C24H35F6LuN6O8PS2 as an isolated structure. Source: the Open Molecules 2025 dataset; level of theory: the ωB97M-V functional and the def2-TZVPD basis.

```
83
C24H35F6LuN6O8PS2 the ωB97M-V functional and the def2-TZVPD basis
Lu 0.6183 -0.2853 0.7640
O -3.8958 -0.0631 -0.9621
C -2.6170 0.0620 -0.7109
O -2.1537 0.3763 0.3727
C -1.6800 -0.1813 -1.8517
C -1.9583 -0.3278 -3.2035
C -0.8777 -0.5012 -4.0653
C 0.4186 -0.5116 -3.5707
C 0.6032 -0.3510 -2.2016
N -0.4309 -0.2087 -1.3818
C 1.8780 -0.3933 -1.3473
O 3.0213 -0.5938 -2.1056
O 1.6725 -1.3837 -0.4477
H -4.4414 0.0760 -0.1671
H -2.9716 -0.3081 -3.5717
H -1.0525 -0.6385 -5.1230
H 1.2726 -0.6493 -4.2116
H 3.5579 -1.2425 -1.6273
F -2.4034 -1.9797 4.4324
C -2.0516 -0.7192 4.2481
F -1.6609 -0.2019 5.3969
F -3.1032 -0.0413 3.8076
S -0.6297 -0.6920 3.0300
O -1.0293 -1.4289 1.8508
O -0.2777 0.6683 2.6818
N 0.4417 -1.4459 3.8781
S 1.9253 -1.4416 3.3477
O 2.0859 -0.4156 2.3270
O 2.8990 -1.5502 4.3608
C 2.0263 -2.9887 2.2670
F 3.0932 -2.8975 1.4879
F 2.0385 -4.1426 2.9017
F 0.9333 -2.9584 1.4585
N 1.9233 0.8555 -0.5731
P 2.3807 2.2524 -1.2281
N 3.3998 2.3144 -2.5328
C 2.9497 1.9433 -3.8661
C 3.7530 2.7316 -4.9015
C 5.2452 2.4508 -4.7356
C 5.6637 2.7322 -3.2941
C 4.7922 1.9335 -2.3287
N 3.2062 3.0283 -0.0151
C 3.0171 2.6213 1.3825
C 3.7635 3.5688 2.3201
C 3.2939 5.0203 2.1617
C 3.0367 5.3685 0.6870
C 3.7387 4.3656 -0.2216
N 1.0311 3.1042 -1.7786
C 1.1564 4.3797 -2.4841
C -0.1888 4.7488 -3.0964
C -1.1849 5.0952 -1.9816
C -0.8733 4.2831 -0.7150
C -0.2475 2.9407 -1.0878
H 1.8807 2.1455 -3.9507
H 3.1130 0.8721 -4.0262
H 3.5767 3.8013 -4.7731
H 3.4251 2.4448 -5.9013
H 5.8205 3.0755 -5.4221
H 5.4475 1.4058 -4.9771
H 5.5487 3.7980 -3.0897
H 6.7086 2.4586 -3.1467
H 5.0639 2.1356 -1.2929
H 4.9210 0.8624 -2.5178
H 3.4115 1.6065 1.5040
H 1.9433 2.6002 1.6500
H 4.8350 3.4984 2.1185
H 3.6030 3.2413 3.3483
H 4.0598 5.6788 2.5731
H 2.3781 5.1780 2.7331
H 3.3860 6.3766 0.4657
H 1.9657 5.3394 0.4808
H 4.8115 4.3710 -0.0015
H 3.6124 4.6203 -1.2749
H 1.9160 4.2687 -3.2549
H 1.4626 5.1917 -1.8152
H -0.5507 3.9073 -3.6888
H -0.0615 5.5990 -3.7659
H -2.1987 4.8876 -2.3262
H -1.1250 6.1603 -1.7516
H -1.7829 4.1031 -0.1417
H -0.1890 4.8367 -0.0720
H -0.9457 2.4157 -1.7540
H -0.1011 2.3205 -0.1791
```

Output
Gap between HOMO and LUMO, eV: 8.06
Electronic energy, Eh: -4838.4409
Charge: +1



C43H38N15OPd as an isolated structure. Source: the Open Molecules 2025 dataset; level of theory: the ωB97M-V functional and the def2-TZVPD basis.

```
98
C43H38N15OPd the ωB97M-V functional and the def2-TZVPD basis
Pd -1.0411 0.7933 0.7575
C -0.5181 -1.9565 4.4206
C -0.8699 -1.5377 3.1308
N -1.1819 -0.2925 2.8420
C -1.1771 0.6402 3.8184
C -0.7817 0.3233 5.1449
C -0.4573 -1.0221 5.4246
C -0.7281 1.3544 6.1113
C -1.0924 2.6420 5.7846
C -1.5538 2.9539 4.5100
C -1.6090 1.9804 3.5001
N -1.9341 2.2089 2.2151
C -2.7206 3.1669 1.6957
C -3.7904 3.7817 2.3661
C -4.6438 4.6625 1.7097
C -4.4427 4.9951 0.3876
C -3.3713 4.4231 -0.3351
C -3.1191 4.7302 -1.6864
C -2.0886 4.0999 -2.3357
C -1.3217 3.1620 -1.6357
N -1.5183 2.8714 -0.3665
C -2.5203 3.4807 0.3003
H -0.2977 -2.9975 4.6057
H -0.9088 -2.2529 2.3199
H -0.1725 -1.3021 6.4278
H -0.3882 1.1164 7.1071
H -1.0193 3.4304 6.5199
H -1.8235 3.9716 4.2731
H -3.9911 3.5194 3.3934
H -5.4796 5.0841 2.2499
H -5.1061 5.6801 -0.1206
H -3.7467 5.4497 -2.1893
H -1.8796 4.3072 -3.3720
H -0.5300 2.6294 -2.1432
C 0.7033 -1.8416 -3.9688
N 0.3499 -1.5807 -2.5992
C 0.4667 -0.4649 -1.8715
N 0.0380 -0.6991 -0.6372
C -0.3362 -2.0027 -0.6678
N -0.1488 -2.5491 -1.8376
C 2.1911 -1.9444 -4.2106
C 2.6386 -2.0416 -5.5330
C 3.9824 -2.2249 -5.8213
C 4.9087 -2.3088 -4.7984
C 4.4719 -2.1823 -3.4744
C 3.1116 -1.9978 -3.1871
C 5.4009 -2.2196 -2.3844
N 6.6536 -2.6159 -2.3595
N 7.0964 -2.4912 -1.1451
C 6.1291 -2.0033 -0.3991
O 5.0224 -1.8169 -1.1507
C 6.1107 -1.7117 1.0041
C 7.1588 -2.1465 1.8234
C 7.0868 -1.9121 3.1837
C 6.0090 -1.2178 3.7093
C 4.9702 -0.7468 2.8921
C 3.8877 0.0582 3.5786
N 2.8722 0.6639 2.7542
C 1.9126 0.1126 2.0048
N 1.1140 1.0677 1.5418
C 1.6435 2.2082 2.0473
N 2.6997 1.9840 2.7789
C 5.0131 -1.0179 1.5416
H 0.2712 -1.0668 -4.6086
H 0.2424 -2.8023 -4.2265
H 0.8583 0.4634 -2.2378
H -0.7407 -2.5463 0.1641
H 1.9209 -1.9864 -6.3365
H 4.3034 -2.3142 -6.8480
H 5.9587 -2.4468 -5.0023
H 2.8107 -1.9234 -2.1544
H 7.9981 -2.6614 1.3824
H 7.8731 -2.2635 3.8352
H 5.9792 -1.0157 4.7687
H 4.3649 0.8932 4.1001
H 3.3945 -0.5692 4.3295
H 1.8096 -0.9402 1.8322
H 1.2481 3.1881 1.8678
H 4.2370 -0.6841 0.8706
C -3.7236 -1.7562 -4.0768
C -5.1906 -1.5087 -3.7230
C -5.7711 -2.6947 -2.9603
C -5.3860 -0.2025 -2.9156
N -4.3603 -0.0321 -1.9249
C -4.3186 -0.3106 -0.6096
N -3.1097 -0.0157 -0.1691
N -2.4364 0.4282 -1.2342
N -3.1685 0.4250 -2.2687
H -3.6683 -2.4549 -4.9073
H -3.1894 -2.2090 -3.2401
H -3.2247 -0.8310 -4.3641
H -5.7567 -1.3634 -4.6466
H -5.3564 -2.7628 -1.9557
H -5.5434 -3.6235 -3.4751
H -6.8510 -2.6152 -2.8816
H -6.3572 -0.2169 -2.4201
H -5.3268 0.6604 -3.5826
H -5.1261 -0.6981 -0.0261
```

Output
Gap between HOMO and LUMO (alpha / beta), eV: 1.79 / 1.79
Electronic energy, Eh: -2684.8660
Charge: +3
Energy relative to the best compared isomer or geometry (same formula, charge and spin), kcal/mol: 67.46